171
Properties=species:S:1:pos:R:3 method="wB97M-V/def2-TZVPD" gap_ev=9.54 e_tot_ev=-90984.7122 multiplicity=1
C -0.15850 -0.92577 5.26347
O -0.10508 0.29221 5.52575
N -1.28643 -1.65254 5.40780
N 0.86315 -1.58685 4.64097
H -1.97161 -1.27159 5.98527
H -1.34373 -2.61325 5.11586
H 0.83887 -2.56418 4.63840
H 1.69422 -1.15692 4.78414
C -2.29982 5.08049 4.45430
O -2.91056 4.09603 4.09089
N -1.37560 5.11962 5.43459
N -2.54061 6.30446 3.84941
H -1.28079 4.22806 5.91004
H -0.55220 5.67864 5.48077
H -1.99851 7.14101 3.91879
H -3.05503 6.22936 2.97038
C -2.64498 -4.37615 -1.42654
O -2.22130 -4.96712 -0.41948
N -2.94328 -5.10047 -2.56977
N -2.97176 -3.03970 -1.45434
H -3.08057 -4.75070 -3.46507
H -2.90050 -6.09249 -2.52378
H -2.93226 -2.61595 -2.36834
H -2.63346 -2.45289 -0.70676
C -1.50963 -4.31756 2.77786
O -1.03367 -3.97683 3.90547
N -2.80069 -4.59840 2.52118
N -0.62622 -4.36892 1.74712
H -3.40504 -4.56282 3.37568
H -3.05964 -4.88371 1.61637
H 0.11466 -3.66712 1.96263
H -1.02094 -4.52478 0.83692
C 1.82043 3.76211 3.82048
O 3.00089 4.01683 3.98717
N 1.07990 4.30411 2.83029
N 1.12751 2.97630 4.65874
H 0.22203 3.79950 2.58082
H 1.48885 4.81913 2.09466
H 0.18635 2.69456 4.46187
H 1.46374 2.51500 5.50637
C -4.76504 -2.08518 -5.40403
C -3.42349 -1.46706 -4.97464
C -3.37939 -0.13627 -4.24116
O -2.81422 -2.52847 -4.14557
H -4.57435 -2.97383 -5.96589
H -5.34125 -1.44878 -6.01324
H -5.24769 -2.39794 -4.46929
H -2.79955 -1.41691 -5.88272
H -3.51446 0.62493 -5.01248
H -2.39536 0.03542 -3.84067
H -4.15219 0.08354 -3.48539
H -1.81854 -2.63492 -4.25414
C 6.49821 2.80538 0.70035
C 5.05346 2.57976 0.37479
C 4.12303 2.60473 1.57318
O 4.22346 1.24769 2.02822
C 3.64142 0.86545 3.30511
N 4.50580 3.70999 -0.51557
H 7.20819 2.55637 -0.09472
H 6.77605 2.22013 1.59318
H 6.76847 3.81411 0.98768
H 5.01274 1.60324 -0.04645
H 3.10111 2.81753 1.18065
H 4.36827 3.35916 2.31478
H 4.27658 1.24304 4.11148
H 3.62597 -0.20241 3.39290
H 2.59184 1.31788 3.39012
H 3.64986 3.28314 -0.78074
H 5.05748 3.76337 -1.37860
C 5.73740 -2.30506 0.26233
C 4.78563 -1.43112 -0.54993
C 4.67814 -2.00944 -1.96873
O 5.83725 -1.65236 -2.73293
C 5.69577 -0.32779 -3.11294
N 3.34757 -1.36640 -0.09385
H 5.30206 -3.31922 0.29160
H 5.77998 -2.00096 1.31721
H 6.72926 -2.32337 -0.11205
H 5.11224 -0.36014 -0.57804
H 3.73541 -1.54032 -2.46099
H 4.49579 -3.06866 -1.96158
H 4.67550 0.04021 -3.11771
H 6.16538 -0.19362 -4.05590
H 6.16482 0.34602 -2.39593
H 2.84913 -0.67473 -0.60748
H 3.43067 -1.11785 0.86883
C 1.27437 -2.42528 -6.62406
C 0.73079 -1.10462 -6.16949
C -0.30179 -0.47684 -7.10779
O 0.37783 0.30347 -8.12427
C -0.49529 1.20709 -8.73820
N 0.01446 -1.42606 -4.88352
H 1.44809 -2.41370 -7.69835
H 0.54747 -3.14112 -6.35349
H 2.29869 -2.65469 -6.29830
H 1.48400 -0.27323 -6.13364
H -0.90071 0.18898 -6.57091
H -0.94471 -1.21585 -7.61805
H -1.03230 1.87785 -8.02038
H -1.27151 0.67459 -9.26312
H 0.10057 1.78235 -9.45315
H -0.24482 -0.50598 -4.54580
H 0.75165 -1.72138 -4.22585
C -1.69783 2.86083 9.45798
C -2.19920 2.07489 8.23233
C -3.55786 2.62002 7.71372
O -4.10685 1.72966 6.71973
C -5.23611 2.31737 6.12536
N -1.27055 2.27710 7.11253
H -0.68344 2.77303 9.81926
H -2.37781 2.60480 10.32040
H -1.78414 3.91780 9.22153
H -2.36286 1.02094 8.50269
H -3.59919 3.66823 7.36215
H -4.22710 2.57188 8.54320
H -5.59938 1.59972 5.40607
H -4.99406 3.16441 5.48910
H -6.08510 2.60242 6.78618
H -0.50263 1.59375 7.26720
H -1.66743 1.79080 6.28750
C 0.04411 -5.90231 -4.45489
C 1.26727 -5.93653 -3.54032
C 1.00179 -5.29237 -2.21286
O 0.95303 -3.88277 -2.31222
C 0.71947 -3.20027 -1.10476
N 1.61876 -7.32351 -3.28486
H 0.09852 -6.24952 -5.46790
H -0.40296 -4.89777 -4.43556
H -0.67315 -6.52324 -3.98396
H 2.16881 -5.38358 -3.96236
H 1.86130 -5.50631 -1.50029
H 0.08350 -5.73350 -1.80723
H 1.24892 -3.60133 -0.18911
H -0.36737 -3.06569 -0.84526
H 1.21036 -2.22802 -1.29534
H 2.36791 -7.40793 -2.59267
H 0.83094 -7.77675 -2.86182
C 0.08626 -0.17385 1.18632
C -1.35953 -0.14662 1.58109
C -1.61322 1.20454 2.40075
O -1.40905 2.28943 1.54582
C -2.68745 2.87450 1.23105
N -2.15110 -0.29316 0.31799
H 0.75314 -0.04246 2.04056
H 0.34541 0.58675 0.44974
H 0.44044 -1.12337 0.78325
H -1.66574 -0.96296 2.20374
H -0.87946 1.29071 3.22619
H -2.65627 1.16121 2.69434
H -2.52282 3.65109 0.48826
H -3.17802 3.31079 2.08251
H -3.31371 2.09311 0.81473
H -1.89591 0.37769 -0.42841
H -3.08638 0.04155 0.54535
C 0.90851 3.09941 -1.64178
C -0.11974 2.45259 -2.54332
C -1.39247 3.35816 -2.45644
O -2.37651 2.89154 -3.33987
C -3.58998 3.40449 -2.91679
N 0.36758 2.40017 -3.92198
H 1.24103 4.01956 -2.10251
H 1.77384 2.46334 -1.59118
H 0.32957 3.33310 -0.71754
H -0.41246 1.46311 -2.22106
H -1.08520 4.40196 -2.63266
H -1.72633 3.21991 -1.42202
H -3.88438 2.99531 -1.90356
H -4.41824 3.09357 -3.58129
H -3.53074 4.47355 -2.86757
H 1.11919 1.72266 -4.07301
H -0.34336 2.18775 -4.57724

---

165
Properties=species:S:1:pos:R:3 method="wB97M-V/def2-TZVPD" gap_ev="1.48 / 8.78" e_tot_ev=-79087.8709 multiplicity=2 charge=-1
C -2.33856 2.22441 1.71038
C -3.45653 1.30536 2.16536
C -3.23733 0.78007 3.61013
O -2.19803 -0.05141 3.63950
C -1.96376 -0.70116 4.90041
N -4.74190 2.09315 2.07078
H -2.63474 2.54354 0.71112
H -1.41834 1.65292 1.58918
H -2.17656 3.03014 2.42639
H -3.53549 0.45536 1.48760
H -4.07990 0.22762 4.02603
H -3.12932 1.59199 4.32932
H -1.24074 -1.51269 4.81811
H -2.83373 -1.25161 5.25856
H -1.65984 -0.02568 5.70006
H -4.93613 2.17870 1.08333
H -5.47507 1.47469 2.38711
C 5.25426 -1.28042 -2.17264
C 4.66490 -2.13271 -3.34114
C 3.26872 -2.60245 -2.90912
O 3.17831 -3.47478 -1.75217
C 1.87691 -3.89545 -1.47419
N 4.65862 -1.28981 -4.52557
H 4.70611 -0.36018 -1.97063
H 6.32336 -1.07469 -2.11957
H 5.08347 -1.89788 -1.29078
H 5.34985 -2.97430 -3.44445
H 2.91793 -3.17246 -3.76943
H 2.66180 -1.70240 -2.81083
H 1.23629 -3.07619 -1.14783
H 1.92574 -4.60022 -0.64412
H 1.53821 -4.36146 -2.39951
H 4.14659 -0.46750 -4.23968
H 4.25440 -1.63214 -5.38552
C 2.36023 3.87609 -0.49610
C 1.46683 5.10824 -0.18033
C -0.03111 4.79477 0.13296
O -0.77548 5.91685 0.49878
C -1.34608 6.68822 -0.56842
N 2.03599 5.72040 1.02402
H 1.91776 3.37278 -1.35575
H 2.51939 3.22938 0.36676
H 3.36094 4.19282 -0.78998
H 1.38825 5.83102 -0.99244
H -0.01856 4.15154 1.01285
H -0.56852 4.23626 -0.63344
H -2.00418 7.49508 -0.24597
H -1.82048 6.09325 -1.34885
H -0.49189 7.23147 -0.97257
H 2.24419 5.00832 1.70936
H 1.48159 6.44642 1.45488
C 6.43465 3.97244 3.81844
C 5.04896 3.89880 3.09725
C 3.89056 4.19807 4.08250
O 2.69467 4.22339 3.28732
C 1.50276 3.76712 3.88982
N 5.02672 4.48775 1.77033
H 6.52378 3.18106 4.56266
H 6.54277 4.93786 4.31277
H 7.30998 3.96773 3.16892
H 4.92300 2.82256 2.97918
H 3.96198 5.19569 4.51580
H 3.81532 3.45291 4.87444
H 1.58033 2.87033 4.50452
H 0.75775 3.61343 3.10915
H 1.26039 4.58095 4.57322
H 5.45859 5.39506 1.87223
H 4.10193 4.82611 1.54589
C -4.00122 2.39979 -2.80096
C -5.37680 2.37578 -3.42975
C -5.40046 2.67843 -4.95935
O -5.09674 3.98934 -5.36415
C -5.71674 4.38323 -6.61788
N -5.95421 1.04783 -3.22146
H -3.91191 2.07701 -1.76369
H -3.63999 3.42776 -2.77087
H -3.21999 1.89284 -3.36735
H -5.97382 3.11667 -2.89801
H -6.42867 2.47236 -5.25672
H -4.80142 2.04983 -5.61822
H -5.90212 3.49309 -7.21903
H -5.06163 5.08935 -7.12809
H -6.71150 4.79107 -6.43834
H -5.28361 0.41962 -3.64068
H -6.82773 0.95205 -3.71934
C 7.68097 -0.57633 0.88605
C 7.07735 -0.54533 2.28331
C 8.22303 -0.42147 3.36180
O 7.65273 -0.37976 4.67059
C 8.76593 -0.47356 5.58290
N 6.03071 0.42848 2.40714
H 8.63417 -1.10387 0.85110
H 7.88284 0.42400 0.50305
H 6.96922 -1.10636 0.25313
H 6.63406 -1.52441 2.46497
H 8.88185 0.42545 3.17001
H 8.91347 -1.26377 3.31806
H 9.53310 0.29147 5.46342
H 9.24774 -1.45125 5.57479
H 8.33021 -0.44000 6.58147
H 5.27071 0.02805 1.87595
H 5.76190 0.26424 3.36676
C -4.77574 -6.95109 -2.52048
C -3.61039 -7.36867 -1.66913
C -3.10846 -6.21541 -0.79293
O -2.41068 -5.28816 -1.58982
C -1.65804 -4.22063 -0.83549
N -4.02586 -8.53007 -0.92052
H -5.54406 -6.52490 -1.87538
H -5.18953 -7.73728 -3.15196
H -4.46605 -6.14843 -3.18975
H -2.80323 -7.65260 -2.34440
H -2.42786 -6.61942 -0.04349
H -3.85939 -5.67706 -0.21466
H -0.82999 -4.71909 -0.33154
H -2.32669 -3.69364 -0.15483
H -1.27110 -3.52190 -1.57721
H -4.49184 -9.16028 -1.55755
H -4.70663 -8.24188 -0.23233
C -5.07648 -2.51106 -2.81775
C -6.22265 -2.25641 -1.83606
C -7.53529 -3.03978 -2.16578
O -8.17109 -2.66967 -3.39296
C -9.49215 -3.18779 -3.51970
N -5.73207 -2.53061 -0.51078
H -5.45315 -2.20689 -3.79432
H -4.75559 -3.55269 -2.82991
H -4.17676 -1.93170 -2.61052
H -6.46231 -1.19499 -1.89981
H -8.32363 -2.77744 -1.46023
H -7.34089 -4.10884 -2.07973
H -9.40894 -4.23865 -3.79695
H -10.03668 -2.72343 -4.34187
H -10.18244 -3.11277 -2.67948
H -4.80358 -2.15714 -0.64687
H -5.56271 -3.52414 -0.44504
C 2.48685 -0.01144 0.81980
C 1.12834 0.04886 1.52462
C 0.01379 -0.64644 0.70736
O -0.11035 0.14110 -0.49297
C -0.76901 -0.39854 -1.62680
N 1.19278 -0.56061 2.82395
H 2.31206 0.26333 -0.22042
H 2.92346 -1.00913 0.77409
H 3.12068 0.78971 1.19997
H 0.81433 1.06279 1.77250
H -0.93795 -0.65198 1.23863
H 0.42399 -1.64368 0.54809
H -1.11859 0.36511 -2.32160
H -1.64394 -1.04460 -1.55469
H -0.12814 -1.01325 -2.25887
H 1.55328 -1.49943 2.73038
H 0.21239 -0.70920 3.01597
O 5.43877 2.29603 0.20686
H 4.98706 3.02002 0.64049
H 5.84385 1.80380 0.92091
O 2.80869 -0.63187 5.04137
H 2.01156 -0.57757 4.51424
H 2.69249 0.03182 5.72125
O -1.83771 -2.17842 -4.31302
H -0.92716 -2.32744 -4.56782
H -2.16665 -3.04640 -4.07929
O 2.71978 -3.12765 3.13733
H 3.01368 -3.95804 2.76275
H 3.45888 -2.82825 3.66678